[1]
Formula: C33H58F2I2N8O2P
Source: the Open Molecules 2025 dataset
Level of theory: ωB97M-V/def2-TZVPD

Each line ends with the Löwdin charge.
Cartesian coordinates (Å):
C1 3.6722 4.6529 -0.6383  -0.2213
C2 3.8516 3.1061 -1.0226  -0.8728
I1 4.0738 1.8384 0.7749  0.6770
C3 2.7655 2.5345 -2.0641  -0.9076
I2 3.1465 3.5464 -3.9907  0.6770
P1 0.9376 2.8237 -1.5730  0.3659
N1 -0.8199 3.0200 -1.1543  -0.1235
C4 -0.9570 2.9922 0.3026  -0.4302
O1 -0.8715 3.9507 1.0833  0.0874
F1 -1.1740 1.6922 0.8896  0.0046
C5 -1.4311 4.1935 -1.7497  -0.4093
O2 -1.1305 4.7111 -2.8409  0.0444
F2 -2.5406 4.8143 -1.0558  -0.0034
H1 3.7167 5.3698 -1.5228  0.0525
H2 4.5684 4.9256 0.0390  0.0668
H3 2.6846 4.7586 -0.0684  0.0644
H4 4.8753 3.0253 -1.5546  0.0509
H5 3.0136 1.4210 -2.2150  0.0419
H6 0.7543 1.3659 -1.5701  -0.0167
H7 0.5903 2.7782 -2.9846  -0.0456
H8 1.0918 4.2622 -1.5767  0.0068
H9 1.2463 2.7063 -0.1575  -0.0324
C6 -4.4983 0.2908 0.0688  -0.1073
C7 -4.9591 -1.1607 0.0941  -0.2733
C8 -3.8559 -2.1493 -0.2858  -0.2131
C9 -3.4204 -1.9915 -1.6775  -0.2342
N2 -3.0759 -1.8641 -2.7683  0.1369
H10 -4.2009 0.5992 -0.9368  0.0790
H11 -5.3092 0.9480 0.3911  0.0219
H12 -3.6498 0.4438 0.7411  0.0746
H13 -5.8181 -1.2784 -0.5759  0.1101
H14 -5.3079 -1.3978 1.1048  0.0902
H15 -4.2304 -3.1675 -0.1466  0.0864
H16 -3.0019 -2.0323 0.3872  0.1070
C10 6.6387 1.1939 -6.2599  -0.1117
C11 6.5123 2.3752 -7.2138  -0.2699
C12 7.4244 3.5463 -6.8451  -0.1998
C13 7.0624 4.1493 -5.5587  -0.2433
N3 6.7821 4.6171 -4.5462  0.1469
H17 6.3287 1.4627 -5.2471  0.0683
H18 6.0018 0.3712 -6.5940  0.0731
H19 7.6696 0.8303 -6.2202  0.0726
H20 5.4689 2.7045 -7.2426  0.1088
H21 6.7683 2.0375 -8.2237  0.1045
H22 7.3531 4.3097 -7.6261  0.1141
H23 8.4670 3.2156 -6.8207  0.1160
C14 0.3940 -3.7188 0.5256  -0.0949
C15 0.3510 -4.5959 1.7715  -0.2665
C16 -0.7187 -5.6873 1.7026  -0.2186
C17 -2.0767 -5.1342 1.6693  -0.2108
N4 -3.1418 -4.6989 1.6357  0.1506
H24 -0.5396 -3.1662 0.3917  0.0615
H25 1.2021 -2.9884 0.6080  0.0809
H26 0.5701 -4.3196 -0.3711  0.0780
H27 0.1892 -3.9646 2.6510  0.1158
H28 1.3274 -5.0723 1.8966  0.0843
H29 -0.6217 -6.3329 2.5799  0.0924
H30 -0.5523 -6.3190 0.8249  0.1110
C18 1.0193 -11.2262 3.3642  -0.1126
C19 -0.0309 -10.6041 2.4520  -0.2670
C20 0.5588 -9.6239 1.4368  -0.1856
C21 1.1462 -8.4433 2.0781  -0.2149
N5 1.6122 -7.5199 2.5826  0.1791
H31 1.5121 -10.4706 3.9808  0.0738
H32 0.5519 -11.9497 4.0368  0.0720
H33 1.7839 -11.7487 2.7828  0.0760
H34 -0.7882 -10.1035 3.0634  0.1131
H35 -0.5398 -11.4063 1.9079  0.1086
H36 -0.2350 -9.2985 0.7570  0.1174
H37 1.3123 -10.1277 0.8244  0.1224
C22 -3.2609 7.7601 -1.1544  -0.1099
C23 -4.3189 8.3817 -2.0572  -0.2663
C24 -3.7387 9.3613 -3.0788  -0.1989
C25 -3.1458 10.5437 -2.4448  -0.2390
N6 -2.6757 11.4684 -1.9463  0.1305
H38 -2.7620 8.5162 -0.5424  0.0746
H39 -3.7221 7.0375 -0.4778  0.0712
H40 -2.5026 7.2374 -1.7421  0.0684
H41 -5.0711 8.8832 -1.4393  0.1079
H42 -4.8325 7.5788 -2.5959  0.1094
H43 -4.5388 9.6859 -3.7517  0.1122
H44 -2.9908 8.8566 -3.6972  0.1230
C26 -9.1484 -0.9017 4.1860  -0.1133
C27 -9.4319 -1.2096 2.7208  -0.2695
C28 -8.1688 -1.2503 1.8595  -0.1961
C29 -7.5085 0.0565 1.7761  -0.2219
N7 -6.9872 1.0808 1.7170  0.1729
H45 -8.7116 0.0924 4.3088  0.0740
H46 -10.0765 -0.9296 4.7626  0.0699
H47 -8.4606 -1.6356 4.6150  0.0765
H48 -10.1336 -0.4680 2.3261  0.1117
H49 -9.9286 -2.1834 2.6587  0.1068
H50 -8.4395 -1.5742 0.8498  0.1200
H51 -7.4711 -1.9949 2.2538  0.1195
C30 6.3724 -0.8716 5.7353  -0.1145
C31 7.4462 -0.7220 4.6645  -0.2723
C32 6.9036 -0.1845 3.3395  -0.2013
C33 5.9640 -1.1135 2.7039  -0.2599
N8 5.2218 -1.8412 2.2104  0.1502
H52 5.6148 -1.6027 5.4429  0.0731
H53 6.8202 -1.2143 6.6717  0.0686
H54 5.8744 0.0827 5.9271  0.0772
H55 7.9353 -1.6887 4.5073  0.1096
H56 8.2131 -0.0329 5.0332  0.1058
H57 7.7421 -0.0097 2.6586  0.1185
H58 6.4189 0.7832 3.4986  0.1105

As for the total energy: -3017.12108 Ha. Its charge is -1. The HOMO-LUMO gap is 6.08 eV.

---

[2]
Formula: C33H59N2O2OsP2
Source: the Open Molecules 2025 dataset
Level of theory: ωB97M-V/def2-TZVPD

Each line ends with the Mulliken spin population.
Cartesian coordinates (Å):
C1 -2.9339 0.6095 1.6006  -0.0136
C2 -3.2436 -0.2714 -0.5689  -0.0376
C3 -4.3018 0.5344 1.8401  0.0531
C4 -4.6248 -0.2469 -0.4137  0.0584
C5 -5.1506 0.1235 0.8186  -0.0141
H1 -4.6557 0.8416 2.8217  0.0005
H2 -5.2388 -0.5317 -1.2664  -0.0001
H3 -6.2260 0.0930 0.9738  0.0009
N1 -2.4351 0.1161 0.4544  0.2050
P1 -0.3429 1.7081 1.7109  -0.0714
P2 -0.8976 -1.5403 -1.4938  0.1178
C6 -1.9436 1.2369 2.5602  0.0514
H4 -2.3943 2.1173 3.0463  -0.0057
H5 -1.7053 0.5273 3.3725  0.0010
C7 -2.5100 -0.6373 -1.7979  0.2127
H6 -3.1250 -1.0234 -2.6142  -0.0137
C8 0.0260 -1.6632 -3.1437  -0.0984
C9 -1.4969 -3.2636 -1.0246  0.0070
C10 -0.6682 3.4754 1.0786  -0.0266
C11 0.8899 1.8165 3.1495  0.0138
C12 1.0733 -0.5432 -3.2564  0.1585
H7 1.8869 -0.7148 -2.5409  -0.0420
H8 1.4860 -0.5561 -4.2778  0.0011
H9 0.6583 0.4488 -3.0668  -0.0065
C13 0.8154 -2.9741 -3.2576  -0.0001
H10 1.5398 -3.0511 -2.4364  -0.0002
H11 0.1802 -3.8639 -3.2911  0.0010
H12 1.3803 -2.9452 -4.2023  0.0012
C14 -0.9756 -1.5345 -4.2960  0.0155
H13 -0.4370 -1.7046 -5.2413  -0.0014
H14 -1.7872 -2.2705 -4.2487  0.0004
H15 -1.4070 -0.5264 -4.3272  -0.0027
C15 -0.2674 -4.1305 -0.6580  0.0001
H16 0.5994 -3.5287 -0.3468  0.0036
H17 -0.5316 -4.7676 0.1978  0.0002
H18 0.0287 -4.7925 -1.4793  0.0005
C16 -2.4249 -3.2170 0.2028  0.0041
H19 -1.9153 -2.7921 1.0765  -0.0051
H20 -3.3516 -2.6647 0.0107  -0.0030
H21 -2.6965 -4.2549 0.4493  0.0000
C17 -2.3035 -3.8502 -2.1943  0.0020
H22 -3.1067 -3.1769 -2.5218  0.0012
H23 -1.6888 -4.1186 -3.0595  0.0004
H24 -2.7886 -4.7711 -1.8385  -0.0007
C18 2.1575 2.5518 2.6851  0.0002
H25 2.8717 2.5587 3.5231  -0.0003
H26 2.6357 2.0272 1.8449  0.0082
H27 1.9804 3.5936 2.3968  0.0053
C19 1.2988 0.4066 3.6030  0.0257
H28 0.4314 -0.2133 3.8651  -0.0001
H29 1.8980 -0.1153 2.8464  0.0019
H30 1.9236 0.5038 4.5039  -0.0006
C20 0.2889 2.5000 4.3923  0.0018
H31 -0.6035 1.9744 4.7525  -0.0008
H32 1.0472 2.4587 5.1877  0.0008
H33 0.0437 3.5531 4.2434  0.0011
C21 -2.0816 3.5501 0.4868  -0.0194
H34 -2.8655 3.4443 1.2487  -0.0005
H35 -2.2105 4.5294 -0.0003  0.0037
H36 -2.2254 2.7798 -0.2783  0.0080
C22 0.3628 3.7578 -0.0284  0.0324
H37 0.2312 3.0575 -0.8635  0.0325
H38 0.2059 4.7798 -0.4057  0.0022
H39 1.3951 3.6735 0.3358  0.0124
C23 -0.5769 4.5698 2.1528  0.0130
H40 -1.3288 4.4347 2.9416  -0.0004
H41 0.4216 4.6627 2.5927  0.0003
H42 -0.7976 5.5305 1.6609  -0.0008
Os1 -0.3573 0.1091 0.0200  1.5486
C24 0.2558 -1.2519 1.1029  0.1415
O1 0.6094 -2.1405 1.7963  0.0344
N2 -0.8648 1.3642 -1.5951  0.4430
C25 -1.7897 1.0412 -2.3477  -0.0591
C26 -2.4769 1.8333 -3.4716  0.1287
C27 -3.6265 1.0745 -4.1193  -0.0122
C28 -3.0512 3.0826 -2.8187  -0.0056
C29 -1.3974 2.1919 -4.4923  0.0084
H43 -3.3056 0.1503 -4.6076  -0.0014
H44 -4.4084 0.8429 -3.3866  -0.0001
H45 -4.0695 1.7172 -4.8909  0.0004
H46 -2.2552 3.6623 -2.3369  -0.0025
H47 -3.5298 3.7179 -3.5713  0.0027
H48 -3.8035 2.8134 -2.0656  0.0023
H49 -1.8408 2.3505 -5.4806  0.0018
H50 -0.8962 3.1142 -4.1777  0.0032
H51 -0.6335 1.4105 -4.5859  -0.0029
C30 5.5449 -1.2258 -0.5874  0.0118
C31 4.8884 -0.2456 0.4063  0.0102
C32 3.4351 -0.7234 0.4795  0.0206
O2 3.1339 -1.5814 -0.6337  0.6948
C33 4.3567 -1.8176 -1.3630  0.0001
H52 6.2629 -0.7371 -1.2479  -0.0014
H53 6.0530 -2.0257 -0.0383  0.0045
H54 4.9099 0.7756 0.0063  0.0036
H55 5.3644 -0.2501 1.3898  -0.0026
H56 3.2517 -1.2965 1.4072  0.0737
H57 2.7124 0.1180 0.4724  0.1226
H58 4.2745 -1.3380 -2.3548  0.0790
H59 4.4612 -2.9012 -1.5254  0.0566

As for the total energy: -2325.13342 Ha. Its charge is +3. The calculation puts the energy relative to the best compared isomer or geometry (same formula, charge and spin) at 0.000 eV. As for the multiplicity: 5. The HOMO-LUMO gap (alpha / beta) is 8.55 / 4.35 eV.